1.
The following is a quantum chemistry calculation of a molecular structure, C17H29AuN3OSeTa at a distorted geometry, from OMol25.

Each line ends with the natural charge from an NBO analysis.
Atoms and positions in Å:
C -3.06914 -1.93351 0.15598  0.952
Ta -0.35701 -0.35744 0.39251  1.743
H -1.38597 -2.96043 -3.33539  0.255
H 1.94198 -1.44968 0.75888  0.235
H 1.03209 3.68109 -1.78680  0.235
C 1.81433 1.45431 -0.61807  -0.446
H 2.04824 2.50918 -0.41061  0.240
H -0.61590 4.01865 -2.38203  0.265
C -0.45074 -3.89929 -0.93052  -0.610
H -1.30607 -3.63583 -0.29908  0.200
H -2.03555 2.41175 5.66941  0.248
H -2.31660 2.20817 -2.50320  0.276
H -2.09044 0.67005 -1.60339  0.230
C -1.06776 0.89303 4.48562  -0.268
H 1.25810 1.77367 -3.24398  0.230
H -0.39673 1.82936 -3.90411  0.261
C -1.10869 -2.16643 -2.62193  -0.618
N 0.33643 1.28778 -0.62926  -0.738
C 0.22502 1.43561 -3.08591  -0.632
H -1.99008 0.43293 4.12939  0.239
H 1.92598 -3.71453 -2.12228  0.224
Au -0.50813 2.24315 1.15606  0.813
C -0.32979 1.97528 -1.76671  0.108
H 2.59679 -1.37123 -0.92011  0.224
C 1.35278 2.05992 5.30022  -0.180
H -0.77970 -1.28691 -3.19223  0.210
H 2.05077 -2.93259 -0.17930  0.259
H 1.63610 -2.28147 -3.15735  0.217
C 0.12828 2.58404 5.74138  -0.177
H 2.30662 0.53047 4.07471  0.239
N -2.15417 -1.09984 0.17386  -0.939
H -1.99987 -1.91455 -2.04321  0.204
H 2.29156 2.51340 5.62052  0.249
C -1.08075 2.00398 5.33464  -0.195
H -2.20954 2.22741 -0.72034  0.209
H -0.31687 3.83389 -0.63121  0.180
Se 0.17708 -1.05136 2.69730  0.087
H 0.36462 -4.25999 -0.29020  0.219
C -1.82457 1.74193 -1.63532  -0.636
C 1.37435 0.95364 4.45059  -0.249
H 0.19149 0.33741 -3.12083  0.222
C -0.03071 3.47083 -1.63215  -0.615
O -3.92010 -2.74608 0.16852  -0.374
C 0.01933 -2.70602 -1.75928  0.113
C 1.16747 -3.14392 -2.66912  -0.627
H 2.25711 1.15514 -1.58081  0.249
N 0.47000 -1.66221 -0.81138  -0.686
H 0.75141 -3.80085 -3.44487  0.251
H -0.75488 -4.70244 -1.61830  0.251
H 0.11398 3.45320 6.40034  0.248
C 1.84852 -1.85341 -0.26781  -0.468
H 2.26170 0.84262 0.17407  0.231
C 0.15762 0.39813 4.03311  -0.156

Values from the calculation:
Net charge ... +2
HOMO-LUMO gap ... 6.03 eV

***

2.
The following is a quantum chemistry calculation of 2 unconnected molecules or ions with the total composition C3H10NO2, from OMol25.

Each line ends with the Mulliken spin population.
Atoms and positions in Å:
C -0.81569 -0.44913 -0.62889  -0.003
O 1.65818 1.83495 -0.23285  0.001
H 2.27976 2.38697 -0.73665  0.000
O -1.47908 -2.26067 1.60079  0.767
H -0.63620 0.85189 1.14951  -0.005
H 0.56132 -0.38044 1.07167  -0.006
N 0.36810 -0.19077 -1.51873  0.003
H 1.94584 1.85352 0.68607  0.000
H -1.16502 -1.44487 -0.85158  0.002
H 1.18038 -0.73094 -1.21889  0.000
H -1.42068 -0.68566 2.83692  0.110
H 0.67106 0.79633 -1.48009  0.000
H 0.08987 -0.54631 -2.44038  0.000
H -1.55514 0.27626 -0.92585  0.001
C -0.49078 -0.18192 0.86078  0.147
C -1.19193 -1.12922 1.82817  -0.018

Values from the calculation:
Net charge ... +2
2S+1 ... 2
HOMO-LUMO gap (spin up / spin down) ... 9.98 / 6.19 eV

***

3.
The following is a quantum chemistry calculation of 2 unconnected molecules or ions with the total composition H4N5 at a distorted geometry, from OMol25.

Each line ends with the natural charge from an NBO analysis.
Atoms and positions in Å:
N -0.20211 0.06404 0.48128  0.205
H -1.31072 1.20231 -0.84525  0.412
N -0.81141 1.08280 0.03995  -0.454
N -0.52139 -1.10560 0.06892  -0.469
N 1.74977 -0.06136 -0.15047  -0.088
N 2.85769 0.08745 -0.15854  0.128
H -0.37685 2.00167 0.40437  0.439
H -0.25457 -1.89080 0.73979  0.434
H -1.13039 -1.38052 -0.58004  0.393

Values from the calculation:
Net charge ... +1
HOMO-LUMO gap ... 11.59 eV

***

4.
The following is a quantum chemistry calculation of 8 unconnected molecules or ions with the total composition C13H34O9 at a distorted geometry, from OMol25.

Each line ends with the natural charge from an NBO analysis.
Atoms and positions in Å:
H -68.59348 6.64547 20.56734  0.182
C -68.50702 6.43395 18.29459  0.259
C -67.04918 4.08500 13.73267  -0.261
C -66.29790 6.46734 17.21531  -0.260
O -65.97383 3.50350 14.62912  -0.736
C -66.51457 6.61436 19.67003  -0.316
H -64.22616 5.52692 13.91621  0.180
H -66.31458 4.63452 12.89168  0.183
C -63.16109 9.75124 17.59354  -0.217
H -65.59845 6.63255 16.55733  0.215
O -69.81959 6.46123 18.08410  -0.646
C -63.42216 6.23020 14.36314  -0.283
H -63.07635 10.62323 17.14778  0.169
H -61.27871 5.96387 11.82533  0.181
H -66.41101 7.27475 12.52283  0.147
H -60.23802 4.21488 9.68660  0.477
H -59.63111 5.12942 11.71320  0.165
H -61.96538 10.37907 12.56283  0.162
H -63.59410 4.83399 15.66659  0.490
H -62.29069 9.25137 13.76320  0.190
O -60.17361 5.97144 15.76028  -0.741
H -59.78540 4.43426 14.20784  0.172
H -64.12177 6.01154 19.54399  0.490
H -70.20678 6.26610 19.08788  0.481
O -63.93188 8.97638 16.61116  -0.771
O -63.25949 5.81292 15.70770  -0.754
H -63.77136 8.03907 16.61913  0.484
C -66.32748 6.81473 11.50724  -0.246
H -63.70388 7.29854 14.16469  0.194
H -64.51555 7.63460 11.38837  0.495
O -64.97463 6.85566 11.09084  -0.751
O -60.84900 4.47393 10.43682  -0.736
C -60.48619 5.48955 11.21675  -0.230
H -62.51559 6.08417 13.60951  0.172
O -63.95162 9.35448 12.32330  -0.741
H -65.88925 4.09815 15.30612  0.454
H -61.84610 8.77743 12.23606  0.194
H -66.11181 6.79201 20.64514  0.218
H -67.49573 3.28140 13.08714  0.189
H -59.28920 4.10970 15.95607  0.169
H -66.78801 5.84056 11.59542  0.184
C -67.82663 6.55331 19.53948  -0.226
C -67.66819 6.48647 17.13075  -0.255
H -66.87480 7.58231 10.97558  0.165
H -63.92914 9.82382 18.38924  0.176
C -65.72409 6.54503 18.53643  0.308
H -61.06862 5.98145 16.21358  0.498
H -64.62341 9.74690 12.84407  0.497
H -60.36450 6.38018 10.51268  0.144
C -59.87023 4.68351 15.34726  -0.248
O -64.41476 6.36238 18.60529  -0.676
H -62.07035 9.13376 18.03223  0.162
C -62.62833 9.42249 12.73432  -0.291
H -60.81063 4.04334 15.53577  0.144
H -68.34762 6.10456 16.35213  0.222
H -67.78683 4.57549 14.20071  0.174

Values from the calculation:
HOMO-LUMO gap ... 8.21 eV
SMILES string ... Oc1ccc(O)cc1.CO.CO.CO.CO.CO.CO.CO

***

5.
The following is a quantum chemistry calculation of C3H5ClN2 in the gas phase at a distorted geometry, from OMol25.

Each line ends with the natural charge from an NBO analysis.
Atoms and positions in Å:
C 0.39884 0.90738 1.00835  0.285
H 0.03134 2.78100 1.11117  0.322
Cl 1.14488 -2.40892 0.43890  -0.050
C 0.12086 -1.77194 -0.87837  -0.279
H -0.10483 -2.52220 -1.60361  0.227
H -1.08274 1.30704 -0.34407  0.398
N 0.50721 2.05164 1.59863  -0.666
C -0.41048 -0.55581 -0.90989  -0.014
H 0.84024 -0.01393 1.45607  0.182
H -1.13657 -0.35754 -1.73642  0.217
N -0.30874 0.58329 -0.14074  -0.622

Values from the calculation:
HOMO-LUMO gap ... 9.27 eV
SMILES string ... [H]/N=C\N/C=C\Cl

***

6.
The following is a quantum chemistry calculation of C6H10O in the gas phase at a distorted geometry, from OMol25.

Each line ends with the natural charge from an NBO analysis.
Atoms and positions in Å:
C -1.01857 -1.09383 -0.86580  -0.323
C 1.24837 1.42824 1.76805  -0.613
H 1.53522 -0.72916 -0.99311  0.194
H -3.63159 -2.00013 -2.14673  0.471
O -3.02648 -2.10893 -1.39930  -0.687
H 2.68579 1.39537 0.14391  0.216
C 1.10950 -0.02456 -0.29433  -0.140
H 1.90456 1.87926 2.50891  0.213
C -0.22934 0.02902 -0.32627  -0.247
H 0.49931 0.87184 2.33398  0.214
H 2.66758 -0.04310 1.05869  0.209
H -2.63348 -0.17949 -1.98874  0.166
H -0.75480 0.70467 0.31941  0.202
H 0.71588 2.26490 1.29749  0.202
C 1.99319 0.72350 0.65298  -0.442
H -0.81547 -2.15194 -0.71458  0.220
C -2.24967 -0.96564 -1.35455  0.144

Values from the calculation:
HOMO-LUMO gap ... 9.02 eV
SMILES string ... CC/C=C/C=C/O

***

7.
The following is a quantum chemistry calculation of C20H20N4O2S in the gas phase, from OMol25.

Each line ends with the natural charge from an NBO analysis.
Atoms and positions in Å:
H 2.56200 2.32065 -1.47222  0.399
H -1.64616 -1.95274 -0.80124  0.230
C 0.20055 -1.96795 3.23994  -0.239
C 1.19575 -2.06690 -2.66744  -0.216
H -1.31037 1.44616 2.12500  0.217
C 0.24542 1.52438 -2.98718  0.151
C 1.86931 0.60162 0.15520  -0.246
N -1.78778 0.54658 -1.46621  -0.462
H 0.21802 -1.50178 4.23948  0.178
H -0.46101 -3.83000 2.36853  0.161
N 1.83511 2.74863 -0.90893  -0.646
H 0.13649 -3.52859 -1.50582  0.217
C -2.54215 -2.36577 2.87546  -0.068
C -0.83522 -1.63988 -1.43873  -0.219
S 1.61324 2.30563 -3.78949  0.237
H 1.72339 -1.35066 0.96948  0.213
C 1.49658 3.93971 -2.98508  -0.616
C 1.29994 1.86757 0.04620  0.192
N -0.54024 -1.13817 2.31091  -0.468
H 2.46668 4.41430 -3.13543  0.249
C 1.25059 -0.76839 -3.09569  -0.169
H 2.04828 -0.41669 -3.73440  0.223
H 1.96144 -2.76767 -2.96518  0.219
C 1.16320 3.78058 -1.50004  0.697
H -3.55530 -2.29101 3.27348  0.195
C 0.16335 2.16178 0.78626  -0.251
H -2.46180 -0.41487 1.97998  0.222
C -0.42366 1.18791 1.56935  -0.269
C 0.25546 0.13816 -2.69803  -0.194
H 2.75823 0.36269 -0.41308  0.209
H -1.98170 -0.45110 3.70556  0.176
C -0.49073 -3.32824 3.34833  -0.071
C -1.91315 -0.97449 2.73815  -0.250
O 0.38994 4.51828 -0.94185  -0.578
C 0.10381 -0.10298 1.64359  0.238
C 1.28406 -0.36533 0.94079  -0.256
C -0.81252 -0.29894 -1.86447  0.261
H 1.22629 -2.09679 2.89921  0.211
H -2.48490 2.46428 -1.56959  0.187
H -0.27264 3.14542 0.72533  0.251
H -2.57423 -2.84297 1.88373  0.161
O -1.82584 -3.18303 3.77085  -0.521
H 0.71506 4.53003 -3.46033  0.262
N -0.71504 2.31595 -2.59042  -0.504
H 0.00085 -3.95546 4.09390  0.194
C 0.15219 -2.49972 -1.83451  -0.177
C -1.70084 1.77985 -1.86340  0.272

Values from the calculation:
HOMO-LUMO gap ... 7.25 eV
SMILES string ... O=C(CSc1ncnc2ccccc12)Nc1ccc(N2CCOCC2)cc1

***

8.
The following is a quantum chemistry calculation of 2 unconnected molecules or ions with the total composition C33H41BN2O6 at a distorted geometry, from OMol25.

Each line ends with the Mulliken charge.
Atoms and positions in Å:
C 6.40972 -1.44877 1.68504  0.415
H 1.49599 -1.21055 0.28852  0.474
C -1.68020 -4.08011 6.30647  -0.806
H 1.03099 -5.07091 3.51588  0.445
C -0.23930 -3.58396 4.41854  0.793
N -2.30030 0.83838 -0.36016  0.737
H 1.76532 -3.57180 1.65636  0.386
H -6.35288 2.16723 -0.75819  0.383
H -0.56927 -0.37025 3.32877  0.456
C -2.45115 2.83559 -5.81887  -0.723
C -2.58379 1.33803 -1.69842  0.138
C 3.55820 -0.51417 -2.68283  -0.908
H 0.07561 -0.29340 -2.79837  0.252
O -0.67291 -4.48021 5.34523  -0.453
H -1.31772 -3.27541 6.96147  0.313
H -2.60507 -3.75714 5.80765  0.335
C -4.01387 1.85968 -1.56947  0.123
H 0.96692 1.01648 -0.95686  0.093
H 1.53100 -2.59510 -1.30887  0.712
O 4.54169 -0.23126 -1.66192  -0.399
O -4.68801 2.39886 -2.45528  -0.721
C 1.98678 0.79942 -1.31496  -0.746
H -1.26681 -1.81574 5.19345  0.351
C -1.82037 3.00110 -3.49424  0.694
H -2.22141 1.70076 2.29341  0.294
H -2.59807 0.49547 -2.41205  0.300
H -3.86669 2.41782 2.21728  0.458
H -1.52747 3.18319 -1.38196  0.279
C 1.03491 -0.70750 -3.14113  -1.752
H 4.33678 0.94708 2.59870  0.487
H 0.01965 -2.04050 0.35312  0.346
H -1.30508 4.95732 -2.77556  0.364
C 0.67647 -4.05014 3.43810  -0.742
H -2.35966 1.14792 -4.45901  0.315
C -3.40187 1.07004 0.59073  0.547
C -2.99060 2.11541 1.62715  -1.477
H -2.46760 4.69426 -6.93624  0.360
O 3.25792 -1.83277 -0.48163  -0.409
H -2.77012 2.22717 -6.66596  0.361
H 2.28311 1.63133 -1.98496  0.498
C -2.21820 2.22319 -4.58440  -0.098
H 0.87454 -1.76303 -3.40910  0.395
B 3.77045 -0.40230 -0.46495  0.841
H -1.85891 -4.98495 6.88881  0.248
O 2.86117 0.69942 -0.18701  -0.524
H -0.17777 0.76465 1.46980  0.826
N -4.42943 1.57904 -0.30044  0.263
C 0.55469 -1.27207 0.95059  -0.188
C -0.22161 -1.40539 3.35516  -0.365
C 6.13236 -0.40801 2.55000  -0.688
H -1.29461 -0.88847 -0.90280  0.210
C 2.05594 -1.67522 -1.02389  -0.461
H -5.76579 2.77750 0.81448  0.316
H -3.05774 -0.58468 1.95082  0.298
C -1.87295 4.98721 -4.87275  -0.608
O 5.32084 -1.66549 0.89381  -0.346
C 2.09402 -0.54532 -2.07974  1.495
C -5.76449 1.91832 0.12874  -1.006
H 8.47978 -1.62820 1.54437  0.348
C -1.56213 2.38394 -2.14374  -0.212
C 4.35944 -0.69834 1.13766  0.452
H -6.21741 1.06085 0.63787  0.310
C -1.29417 -0.07549 -0.16499  -0.902
H 3.63389 0.27985 -3.44439  0.440
H 7.58518 -2.74485 0.49486  0.298
H -2.59226 2.99741 1.10937  0.306
C -2.28817 4.21730 -5.96719  -0.449
H 7.68024 -3.00501 2.26097  0.269
C 4.85244 0.09157 2.19037  -0.648
H -0.56901 1.89800 -2.13576  -0.362
C -3.86754 -0.19510 1.32173  -1.868
C -0.34366 -0.08726 0.80798  -0.447
C 7.58870 -2.25588 1.47026  -1.346
H -4.72780 0.05865 1.95672  0.539
C 1.07713 -3.21297 2.41699  -0.556
H 3.76808 -1.49564 -3.14451  0.336
C -1.62655 4.37723 -3.64387  -0.427
H -1.74212 6.06553 -4.97247  0.367
C -0.63930 -2.22576 4.39507  -0.509
C 0.55406 -1.91366 2.30375  -0.357
H -4.16286 -0.96973 0.60239  0.376
H 6.78874 -0.02487 3.31807  0.423
H 1.36200 -0.16487 -4.03762  0.436

Values from the calculation:
HOMO-LUMO gap ... 5.96 eV